Record 1
# C20H21F3NO8S3

A structure of composition C20H21F3NO8S3 in a non-equilibrium geometry (the ωB97M-V functional and the def2-TZVPD basis, the Open Molecules 2025 dataset).

Structure (XYZ):
```
56
Properties=species:S:1:pos:R:3:forces:R:3
F 0.63173 -2.49335 1.39741 -1.22 -0.09 0.21
C -0.52714 -1.76668 1.44268 1.04 0.09 0.18
F -1.48266 -2.41420 0.75620 0.22 -0.21 0.56
F -0.92050 -1.66701 2.73483 0.09 -0.17 -0.92
S -0.08548 -0.21430 0.61453 -1.37 0.40 -1.03
N -1.21376 0.84404 1.35165 -2.00 -0.07 0.15
S -3.34109 1.02059 1.03542 1.46 0.69 -0.91
C -4.37943 0.48477 2.44694 0.13 0.31 -0.17
C -5.30014 -0.55583 2.30431 0.45 -0.05 0.02
C -6.16523 -0.84012 3.36428 0.08 0.40 0.24
C -6.13163 -0.03918 4.52131 0.31 -0.17 -0.37
C -5.20593 1.01338 4.63488 -0.32 -0.34 -0.02
C -4.35247 1.30044 3.57711 0.27 -0.23 -0.07
O -3.62065 2.42796 0.85914 0.37 -1.02 0.39
O -3.46843 0.11452 -0.07382 -0.12 -0.02 0.84
S -0.35212 2.03489 2.10948 1.24 -0.53 -0.01
C 0.47968 1.04557 3.37794 0.51 0.85 0.66
C 0.17617 1.27884 4.72286 -0.23 -0.38 -0.22
C 0.78390 0.48628 5.70237 0.07 -0.10 0.23
C 1.75139 -0.46204 5.33722 0.14 0.15 -0.02
C 2.17124 -0.57500 4.00676 -0.43 0.27 0.34
C 1.53792 0.19989 3.03793 0.26 0.04 -0.28
O 0.67878 2.49735 1.20369 -0.84 0.02 0.72
O -1.26562 2.96562 2.71242 -0.10 -0.21 0.10
H -5.33307 -1.12859 1.38112 0.11 0.04 0.18
H -6.85088 -1.69527 3.28533 0.26 0.56 0.04
H -6.83057 -0.25118 5.33048 0.26 0.05 -0.13
H -5.12571 1.60100 5.55355 -0.22 -0.17 -0.37
H -3.65914 2.13694 3.61818 -0.02 -0.15 0.02
H -0.53171 2.07172 4.96532 0.06 -0.33 0.06
H 0.51146 0.60282 6.76861 0.20 0.01 -0.78
H 2.24342 -1.06757 6.10395 -0.26 0.19 -0.19
H 2.98994 -1.24115 3.71427 -0.35 0.29 0.14
H 1.93364 0.19130 2.02322 -0.25 -0.03 0.50
H 2.77542 -1.40334 0.57710 0.12 -0.35 0.34
C 2.70610 -0.75292 -0.27067 0.56 0.43 -0.69
C 3.54722 0.42714 -0.16130 -0.66 -1.33 -0.72
O 4.17973 0.99856 -1.03733 -0.26 0.22 0.30
O 3.64426 0.82658 1.15884 0.71 0.89 -0.16
C 4.48552 1.98056 1.31726 0.05 -0.17 -0.02
C 4.29302 2.52995 2.70976 -0.21 0.07 0.12
C 2.67993 -1.40718 -1.58169 -0.46 1.36 -0.36
O 2.30791 -0.89121 -2.63335 0.74 -0.94 0.74
O 3.11520 -2.71046 -1.50498 0.49 -0.92 -0.67
C 3.66372 -3.39481 -2.67920 -0.48 0.90 0.70
C 3.29144 -4.85366 -2.56701 -0.37 0.02 -0.28
H 5.53746 1.67630 1.17458 -0.33 0.15 -0.12
H 4.22835 2.73462 0.55731 0.15 -0.33 0.23
H 4.99342 3.35939 2.84976 -0.06 -0.06 0.11
H 3.27194 2.91751 2.83590 0.23 -0.18 0.03
H 4.48927 1.76136 3.46878 -0.07 0.19 -0.11
H 3.27796 -2.92103 -3.59109 0.11 -0.09 0.25
H 4.75523 -3.28750 -2.64243 -0.17 0.20 0.02
H 3.97629 -5.48195 -3.13162 0.18 -0.05 -0.04
H 3.29403 -5.16135 -1.52290 0.04 -0.04 0.00
H 2.29908 -5.01219 -2.98892 -0.12 -0.09 0.20
```
Positions in Å, forces in eV/Å.

Values from the calculation:
E_HOMO: -0.134 hartree
E: -2925.50133 a.u.
Orbital gap: 4.553 eV
Net charge: -1
Lowest unoccupied orbital energy: 0.9 eV

=====

Record 2
# C20H21FN4O2

An isolated molecule of C20H21FN4O2 in a non-equilibrium geometry (the ωB97M-V functional and the def2-TZVPD basis, the Open Molecules 2025 dataset).

Structure (XYZ):
```
48
Properties=species:S:1:pos:R:3:forces:R:3
C -0.76707 5.87692 -0.62607 -0.99 2.66 -0.16
C -2.23126 5.39213 -0.83886 2.01 -0.12 -0.56
N -2.09248 4.52046 -2.05650 -0.90 0.10 1.08
N -2.37790 5.00111 -3.35424 2.20 -2.60 0.97
C -1.90795 4.02296 -4.12657 -1.03 -0.60 2.26
C -1.51534 2.81198 -3.36942 -0.61 3.97 -1.07
C -1.10050 1.59537 -3.76300 2.34 -0.96 0.96
F -0.95530 1.40071 -5.08357 -0.36 -0.76 0.17
C -0.50815 0.75952 -2.78324 -0.51 -0.82 -1.82
C -0.39355 1.17669 -1.48024 -0.95 1.70 1.43
C 0.04072 0.28111 -0.34464 -2.31 -1.71 -2.42
C 1.18694 0.32821 0.32903 0.10 2.46 -0.66
C 1.53801 -0.65685 1.20937 -1.49 -3.84 3.76
C 0.68285 -1.76126 1.53417 1.86 1.27 -2.20
C 1.00977 -2.94431 2.53263 -0.41 0.95 -1.00
C 0.58231 -2.48860 3.87972 -2.11 0.13 1.55
C 0.30906 -4.28244 2.20420 -2.57 2.05 -2.66
C 0.74536 -4.93744 0.92658 3.66 -0.57 0.89
C 1.91008 -4.12554 0.23494 -2.07 -1.94 -2.34
N 2.85562 -3.74904 1.19123 1.35 0.65 2.07
C 2.51718 -3.19539 2.43994 2.13 1.68 -1.83
O 3.44500 -2.71216 3.11460 -2.32 -1.03 -0.37
C -0.54917 -1.75737 0.75839 0.01 0.95 0.81
O -1.54840 -2.36781 0.93854 -3.24 -4.65 1.98
N -0.82091 -0.80460 -0.15292 3.57 4.32 -2.09
C -0.89261 2.44809 -1.12676 0.24 -1.14 1.49
C -1.47508 3.26731 -2.04699 -1.46 0.91 -1.40
H -0.08204 5.07785 -0.50213 0.51 -0.92 -0.21
H -0.55327 6.48098 -1.53545 0.40 -0.50 0.58
H -0.58151 6.55359 0.24487 -0.58 -0.46 -0.52
H -2.94922 6.21640 -0.99366 0.42 -0.60 -0.21
H -2.47418 4.84396 0.06888 -0.66 -0.51 -0.40
H -1.81043 4.09400 -5.15536 -0.39 0.37 -1.77
H -0.18922 -0.24061 -3.03472 0.19 -0.05 -0.29
H 1.65467 1.29482 0.23784 0.92 -0.19 0.03
H 2.32498 -0.56279 1.94476 0.74 0.25 -0.48
H 0.38156 -1.41796 3.97239 0.38 -0.08 -0.13
H -0.39650 -2.96465 4.13920 0.63 0.33 -0.25
H 1.24856 -2.77745 4.66117 0.73 -0.17 0.49
H -0.81781 -4.21093 1.94061 1.72 0.61 1.90
H 0.53728 -4.85883 3.01549 0.07 -1.78 2.19
H 1.20452 -5.91758 1.24210 -0.40 0.68 -0.76
H -0.10763 -5.12698 0.35320 -0.81 -0.20 -1.48
H 1.53369 -3.25429 -0.33087 -0.15 -0.25 0.17
H 2.31431 -4.83808 -0.55814 0.02 1.00 1.05
H 3.73452 -3.33892 0.87799 -0.19 -0.60 0.09
H -1.70460 -0.77995 -0.64851 0.11 -0.53 0.45
H -0.95492 2.62764 -0.07999 0.20 0.53 0.73
```
Positions in Å, forces in eV/Å.

Values from the calculation:
E_HOMO: -0.309 hartree
E: -1244.00410 a.u.
SMILES string: CCn1ncc2c(F)cc(-c3ccc([C@@]4(C)CCCNC4=O)c(=O)[nH]3)cc21
Orbital gap: 8.315 eV
Lowest unoccupied orbital energy: -0.1 eV

=====

Record 3
# C20H21FN6O3

An isolated molecule of C20H21FN6O3 in a non-equilibrium geometry (the ωB97M-V functional and the def2-TZVPD basis, the Open Molecules 2025 dataset).

Structure (XYZ):
```
51
Properties=species:S:1:pos:R:3:forces:R:3
C -0.84821 -1.18927 -2.16369 0.01 0.07 -0.07
O -1.38234 -1.94092 -1.10495 -0.08 -0.22 0.22
C -2.78231 -1.81796 -0.99266 -0.08 -0.03 0.12
C -3.23875 -2.63963 0.20983 -0.05 0.28 -0.33
C -4.70454 -2.40527 0.56533 0.01 -0.29 -0.05
N -4.92775 -1.03120 0.96045 0.27 -0.30 0.29
C -5.86798 -0.25152 0.40427 0.10 0.49 0.37
O -6.74283 -0.63095 -0.33724 -0.36 -0.04 -0.29
C -5.73798 1.23037 0.83610 -0.81 -0.45 -0.03
N -4.44702 1.72633 0.47879 0.96 0.33 0.00
N -4.24015 2.67030 -0.40299 -1.08 0.28 -0.26
N -2.97182 2.77934 -0.56041 0.73 0.18 -0.20
C -2.39364 1.86587 0.24856 -1.05 -0.18 0.27
C -0.97583 1.60046 0.30777 0.56 -0.09 0.04
C -0.09145 2.35916 -0.45683 -0.25 -0.23 0.24
C 1.25733 2.07230 -0.46042 0.22 0.07 -0.10
C 1.74349 1.01233 0.30349 -0.37 0.17 -0.09
N 3.09000 0.65011 0.32899 0.03 -0.39 0.23
C 4.15656 1.25890 -0.27210 0.14 -0.15 0.07
O 4.09165 2.27746 -0.92560 -0.04 0.15 -0.03
C 5.45580 0.55819 -0.03267 0.20 -0.02 -0.07
C 5.56280 -0.82627 0.07207 0.03 0.23 0.01
C 6.79738 -1.41839 0.26479 0.26 -0.03 0.06
C 7.91855 -0.61210 0.35607 -0.16 0.01 -0.03
F 9.11862 -1.18821 0.55519 -0.11 0.06 -0.03
C 7.84280 0.76495 0.23909 0.09 -0.18 0.03
C 6.60512 1.34222 0.03448 -0.17 -0.09 -0.01
C 0.85799 0.25786 1.07589 0.11 0.05 -0.04
C -0.48721 0.54805 1.08053 -0.02 0.21 -0.16
N -3.32477 1.19193 0.92411 0.61 0.21 0.10
H -1.25273 -1.51834 -3.12864 0.03 0.01 0.00
H 0.22787 -1.34754 -2.14701 0.02 0.06 -0.08
H -1.05789 -0.11955 -2.03991 0.02 -0.01 -0.01
H -3.04927 -0.75870 -0.85860 -0.01 -0.09 -0.04
H -3.27456 -2.17268 -1.91138 0.02 0.03 0.06
H -2.60629 -2.37254 1.05892 0.07 -0.04 0.08
H -3.08045 -3.69682 -0.00195 0.03 -0.05 0.07
H -5.35820 -2.60814 -0.28672 0.03 -0.04 0.12
H -4.98960 -3.06894 1.38924 -0.03 -0.01 -0.18
H -4.18020 -0.58235 1.47771 -0.21 -0.02 -0.15
H -5.88245 1.30476 1.91776 0.05 0.08 -0.12
H -6.48366 1.82832 0.31119 0.14 -0.13 0.08
H -0.48125 3.17031 -1.05170 0.01 0.08 -0.08
H 1.93920 2.65930 -1.05181 0.01 0.01 0.00
H 3.29445 -0.15051 0.91135 0.07 0.21 -0.11
H 4.69255 -1.45845 -0.03180 -0.08 -0.05 -0.01
H 6.90102 -2.48933 0.33959 0.04 -0.09 0.00
H 8.73991 1.35971 0.30247 0.10 0.04 0.02
H 6.50711 2.41114 -0.07623 0.00 0.09 -0.02
H 1.23227 -0.56534 1.66851 0.04 -0.09 0.06
H -1.17134 -0.03874 1.67277 -0.04 -0.10 0.05
```
Positions in Å, forces in eV/Å.

Values from the calculation:
E_HOMO: -0.315 hartree
E: -1428.86533 a.u.
SMILES string: COCCCNC(=O)Cn1nnc(-c2ccc(NC(=O)c3ccc(F)cc3)cc2)n1
Orbital gap: 8.729 eV
Lowest unoccupied orbital energy: 0.2 eV

=====

Record 4
# C20H21IN2O7Os

A structure of composition C20H21IN2O7Os in a non-equilibrium geometry (the ωB97M-V functional and the def2-TZVPD basis, the Open Molecules 2025 dataset).

Structure (XYZ):
```
52
Properties=species:S:1:pos:R:3:forces:R:3
Os 0.14776 0.10551 0.57362 -1.72 0.62 -1.32
O 0.88456 -1.53482 4.12231 -0.03 0.04 -0.02
C 0.38299 -1.47583 3.03533 0.04 0.17 0.20
O 0.97753 -0.88346 1.99330 -0.01 -0.22 -0.27
C -0.88524 -2.20931 2.65327 -0.03 -0.06 -0.02
C -0.69045 -2.80789 1.25104 -0.06 -0.04 0.08
C -1.75974 -3.83837 0.92418 0.00 0.02 0.00
C -3.00864 -2.94764 0.72267 -0.01 0.02 0.02
C -2.45194 -1.55244 0.97608 -0.04 0.01 0.04
O -1.09562 -1.67646 0.40896 0.31 -0.23 0.16
C -2.15729 -1.31202 2.45620 0.10 0.07 -0.03
C -2.02820 0.20618 2.74769 0.02 -0.02 -0.03
O -2.57918 0.65892 3.72766 -0.04 -0.03 0.02
O -1.40290 0.90566 1.84714 -0.12 0.25 0.27
H -1.06004 -2.97181 3.40856 0.01 -0.01 0.00
H 0.33052 -3.08012 1.00392 0.00 0.02 -0.02
H -1.50535 -4.38032 0.01531 0.00 -0.01 0.00
H -1.86974 -4.55767 1.73382 0.01 0.00 0.00
H -3.39674 -3.03171 -0.29109 0.00 0.01 0.00
H -3.81448 -3.17331 1.41874 -0.01 0.00 -0.01
H -2.97229 -0.74264 0.47885 0.02 -0.02 -0.02
H -2.96429 -1.67240 3.08946 -0.01 -0.01 -0.01
C 1.52825 -0.81448 -0.75134 0.12 0.63 0.22
C 2.45627 0.18116 -1.37050 0.03 -0.08 -0.04
C 2.17658 0.78218 -2.59843 0.00 -0.01 0.01
C 2.99882 1.76771 -3.12475 0.00 0.01 -0.01
C 4.13200 2.17521 -2.43509 -0.01 -0.01 0.00
C 4.43318 1.57734 -1.21762 0.01 0.01 0.00
C 3.60768 0.59369 -0.69528 -0.02 0.02 0.01
H 2.10050 -1.53162 -0.15641 -0.01 -0.10 -0.08
H 0.97667 -1.34879 -1.53111 0.05 -0.13 0.02
H 1.29526 0.47542 -3.15192 0.00 0.01 0.00
H 2.75427 2.21785 -4.07921 0.00 0.00 0.00
H 4.77812 2.94040 -2.84547 0.00 0.00 0.00
H 5.31946 1.87778 -0.67180 0.00 0.00 0.00
H 3.84143 0.14525 0.26381 0.00 0.00 -0.01
C 1.71421 3.81999 0.69291 -0.06 0.02 -0.04
C 1.09885 2.47503 0.55951 0.32 -0.02 0.20
O 0.20872 2.18332 -0.28160 -0.05 -0.76 0.16
O 1.44275 1.51497 1.30704 0.43 -0.07 0.12
H 1.49085 4.42059 -0.18470 0.01 0.01 0.00
H 2.78945 3.71169 0.81902 0.00 -0.01 -0.02
H 1.31076 4.30391 1.58317 -0.01 0.00 0.00
I -2.83787 0.75608 -4.91655 -0.01 -0.01 0.01
C -2.32275 0.82803 -2.92767 -0.05 -0.02 0.04
C -2.80704 1.69480 -1.96348 -0.03 -0.09 -0.04
N -2.20408 1.37450 -0.81803 -0.12 -0.02 0.09
N -1.34769 0.36312 -0.98291 0.93 0.06 0.19
C -1.40518 0.01327 -2.26249 -0.11 -0.08 0.01
H -3.53792 2.48255 -2.02121 0.01 0.01 0.00
H -2.24975 1.80202 0.10164 0.06 -0.02 0.13
H -0.82307 -0.81099 -2.63654 0.08 0.07 -0.01
```
Positions in Å, forces in eV/Å.

Values from the calculation:
E_HOMO (alpha / beta): -0.295 / -0.295 hartree
E: -1799.28917 a.u.
Orbital gap (alpha / beta): 7.199 / 7.199 eV
Lowest unoccupied orbital energy (alpha / beta): -0.8 / -0.8 eV

=====

Record 5
# C20H21IN2O7Os

A structure of composition C20H21IN2O7Os in a non-equilibrium geometry (the ωB97M-V functional and the def2-TZVPD basis, the Open Molecules 2025 dataset).

Structure (XYZ):
```
52
Properties=species:S:1:pos:R:3:forces:R:3
Os -0.26986 0.49123 0.18154 0.01 0.69 0.58
O 0.79504 4.37393 1.20134 -0.45 -0.20 -0.23
C 0.97244 3.22553 0.86524 2.58 0.93 1.47
O 0.17014 2.52233 0.16134 -2.00 -2.26 -1.22
C 2.35984 2.57903 1.18694 -0.73 0.39 -0.48
C 2.89164 1.81163 -0.03846 0.54 0.86 -0.13
C 4.40264 1.58903 0.14054 -0.15 -0.03 -0.23
C 4.41074 0.47813 1.20814 -0.14 -0.23 -0.03
C 2.90174 0.27663 1.43284 0.52 -0.20 0.90
O 2.35934 0.50253 0.13684 -0.60 -0.32 -0.39
C 2.37424 1.46673 2.25734 -0.73 -0.44 0.41
C 1.00504 1.13703 2.94184 2.55 1.29 1.08
O 0.88574 1.43263 4.11124 -0.39 -0.18 -0.14
O 0.14494 0.49613 2.25364 -1.88 -1.20 -2.06
H 3.00744 3.41063 1.47004 -0.09 -0.14 -0.07
H 2.58624 2.21443 -1.00206 -0.01 -0.04 0.03
H 4.84994 1.24993 -0.79246 0.04 0.01 0.00
H 4.91084 2.49433 0.46214 0.00 0.06 -0.03
H 4.86584 -0.43577 0.82964 0.03 -0.01 0.01
H 4.92074 0.76903 2.12334 0.00 -0.04 0.04
H 2.60904 -0.70687 1.79784 -0.02 0.06 -0.07
H 3.04384 1.72323 3.08084 -0.10 -0.07 -0.15
C -0.11266 0.51583 -1.94886 0.64 0.13 0.82
C -1.47326 0.10603 -2.26776 -1.15 -0.31 -0.63
C -1.81296 -1.24387 -2.48176 0.17 0.48 0.04
C -3.11906 -1.61237 -2.72186 -0.12 0.02 -0.05
C -4.11956 -0.64907 -2.77216 0.15 -0.02 0.05
C -3.79956 0.68883 -2.58526 -0.25 -0.06 -0.11
C -2.49926 1.06833 -2.34376 0.55 -0.33 0.05
H 0.11084 1.53623 -2.27056 0.08 -0.13 0.20
H 0.65514 -0.18267 -2.29156 -0.01 0.10 0.14
H -1.03536 -1.99277 -2.46196 0.07 -0.10 0.06
H -3.36676 -2.65237 -2.86896 0.00 -0.11 -0.05
H -5.13936 -0.94267 -2.96896 -0.11 -0.01 0.01
H -4.57586 1.43713 -2.62466 -0.08 0.10 -0.02
H -2.24696 2.10623 -2.18746 -0.02 0.14 0.06
C -4.38866 -0.41747 0.98444 0.24 0.01 -0.15
C -2.95746 -0.03797 0.67864 -0.81 -0.10 0.07
O -2.10256 -0.96387 0.55494 1.19 0.02 0.02
O -2.62816 1.14923 0.53924 0.62 0.59 0.10
H -4.53786 -1.47897 0.80284 -0.04 0.02 0.02
H -5.06146 0.17373 0.36764 -0.01 0.02 0.01
H -4.59976 -0.19307 2.02764 0.01 0.03 0.08
I 0.73644 -5.74087 -1.28156 -0.05 0.39 0.27
C 0.46804 -3.97577 -0.20896 0.06 -0.50 -0.20
C -0.13456 -3.82177 1.02444 0.22 0.08 -0.25
N -0.08696 -2.51317 1.30274 -0.08 -0.25 0.22
N 0.47884 -1.81687 0.31954 -0.15 1.02 -0.01
C 0.84084 -2.69017 -0.60566 -0.01 -0.27 0.13
H -0.55986 -4.54967 1.68534 -0.09 -0.04 0.18
H -0.50076 -2.01587 2.08174 0.00 0.02 -0.15
H 1.37104 -2.39187 -1.48726 0.02 0.16 -0.20
```
Positions in Å, forces in eV/Å.

Values from the calculation:
E_HOMO (alpha / beta): -0.319 / -0.331 hartree
E: -1799.23187 a.u.
Orbital gap (alpha / beta): 7.893 / 7.116 eV
⟨S²⟩: 6.024
2S+1: 5
Lowest unoccupied orbital energy (alpha / beta): -0.8 / -1.9 eV